{
  "formula": "C47H50BaFI2N14O3S",
  "method": "ωB97M-V/def2-TZVPD",
  "symbols": ["Ba", "I", "I", "S", "F", "O", "O", "O", "N", "N", "N", "N", "N", "N", "N", "N", "N", "N", "N", "N", "N", "N", "C", "C", "C", "C", "C", "C", "C", "C", "C", "C", "C", "C", "C", "C", "C", "C", "C", "C", "C", "C", "C", "C", "C", "C", "C", "C", "C", "C", "C", "C", "C", "C", "C", "C", "C", "C", "C", "C", "C", "C", "C", "C", "C", "C", "C", "C", "C", "H", "H", "H", "H", "H", "H", "H", "H", "H", "H", "H", "H", "H", "H", "H", "H", "H", "H", "H", "H", "H", "H", "H", "H", "H", "H", "H", "H", "H", "H", "H", "H", "H", "H", "H", "H", "H", "H", "H", "H", "H", "H", "H", "H", "H", "H", "H", "H", "H", "H"],
  "coordinates": [[-1.268956, 0.854025, 0.442977], [-2.554708, 2.963089, 2.573087], [-2.888244, 3.592231, 5.535372], [-3.118326, 3.452063, -0.296393], [-0.791782, 0.758021, 3.019245], [-2.367635, -1.838167, 2.153720], [1.506746, 0.429735, 0.280780], [4.268117, 0.909771, -1.706859], [-4.092285, 1.262933, -2.819318], [-1.190333, 0.203159, -4.059223], [-4.512704, -0.443160, 0.118963], [-0.018973, 1.861343, -3.146652], [-4.381766, 0.495518, -5.175513], [-0.688137, -2.328850, 5.087891], [1.959919, 4.637884, 2.189392], [-0.090799, -0.287516, -3.430760], [1.925775, 4.873499, 0.843494], [6.072020, -0.291387, -2.066405], [3.060435, 0.687834, 2.905964], [-1.546940, -2.336293, -1.413381], [6.470228, 0.993940, -1.645485], [0.449481, 3.307608, 1.163822], [1.031903, 3.700746, 2.324010], [5.311057, 5.771762, -0.398644], [5.308374, 3.107462, -1.103101], [4.149733, 5.029950, -0.259605], [1.770944, -0.766524, 0.540876], [1.409717, -0.864323, 4.231063], [2.888216, 5.735042, 0.192052], [-6.614487, -0.560571, 5.584599], [0.797485, -1.931370, 0.028924], [-5.108692, -1.767472, 0.008300], [3.006970, -1.154947, 1.283078], [-3.025925, -2.423752, -1.580821], [-5.308976, -0.281375, 3.473886], [5.392427, 1.651423, -1.472797], [-5.725364, 0.691797, -5.709526], [-4.198933, 0.943706, -3.925053], [0.375032, -1.610468, -3.897473], [4.149855, 3.693613, -0.602606], [2.657765, -1.099863, -2.976378], [-3.167265, -1.393886, 3.002627], [2.178144, -3.359174, -3.460784], [3.617396, -0.122888, 2.059807], [1.015551, 4.050209, 0.259736], [-3.078639, -1.740374, 4.426474], [-0.908905, -2.338875, -0.309521], [-1.086748, 1.494599, -3.876776], [1.471015, -3.112297, 0.081623], [6.454300, 3.866239, -1.282322], [-5.363948, -0.857291, 4.787521], [-4.122349, -2.831126, -0.539064], [4.430010, -2.663502, -2.821762], [4.812128, -0.295770, -2.101105], [2.897413, -3.373231, 0.291716], [-2.024311, -2.305618, 5.188543], [6.453876, 5.185212, -0.908277], [-3.379843, 0.787734, -6.200071], [1.699413, 0.548783, 3.531364], [1.731809, -2.033662, -3.392829], [-4.307740, -0.555810, 2.608209], [3.643651, -2.403468, 0.912692], [0.526107, 0.738628, -2.795927], [3.541800, -3.624276, -3.292341], [-4.265235, 0.080568, 1.254608], [3.416407, -4.709591, -0.156797], [3.953380, -1.400569, -2.600703], [-4.291266, -1.555834, 5.210446], [-0.097372, -1.206054, 4.280704], [1.555569, 1.305847, 4.297594], [3.131532, 6.511817, 0.908234], [4.420162, -4.611934, -0.557254], [-2.385517, 0.463479, -5.864273], [-0.404815, -2.353332, -3.629610], [-6.454894, 0.442792, -4.932060], [-0.178638, -2.717810, 5.860138], [-3.200910, -3.078085, -2.447758], [-3.238528, -1.397636, -1.915966], [0.480402, -1.591662, -4.990065], [1.789676, -0.808557, 5.256467], [-6.673029, 0.508317, 5.840795], [-2.409587, -2.773391, 6.083222], [-1.334423, -2.563864, 0.679986], [-5.857270, 0.020416, -6.563856], [-4.307068, -1.945481, 6.217170], [0.714931, 3.286993, 3.262136], [-4.741189, -3.589484, -1.021554], [-3.917878, 1.125782, 1.190280], [-6.085347, 0.407227, 3.187408], [2.398014, -0.073731, -3.086721], [-0.656866, -0.328338, 4.602441], [5.453095, -2.902635, -2.605458], [1.267675, 0.679087, -2.026924], [-5.960161, -1.678540, -0.681064], [0.951247, 0.758769, 2.771335], [-3.387436, 1.866247, -6.444404], [-7.493589, -0.801085, 4.990605], [-3.679490, -3.322615, 0.334355], [4.693280, -2.549602, 1.125637], [-5.897432, 1.723141, -6.020054], [3.557895, 1.498400, 3.232776], [0.773231, 4.045885, -0.791836], [1.979749, -1.657086, 3.737054], [4.674878, -0.038631, 1.863338], [-0.460353, -1.393762, 3.263971], [-3.643329, 0.214411, -7.084414], [3.261796, 3.091094, -0.511642], [3.924276, -4.621474, -3.484626], [7.365993, 5.776467, -1.033592], [0.930849, -4.028326, -0.157268], [7.364576, 3.429187, -1.678462], [-5.520560, -2.147571, 0.949653], [5.332696, 6.807583, -0.115167], [2.423968, 6.199393, -0.677571], [2.781176, -5.098713, -0.965966], [-1.822537, 2.166011, -4.237740], [-6.684927, -1.136954, 6.505882], [1.524356, -4.171191, -3.743221], [3.427744, -5.437591, 0.654742]],
  "forces_ev_per_a": [[-0.2, 0.9, 0.7], [-1.4, 1.7, -2.0], [0.1, -0.1, 1.0], [1.0, -1.0, 1.6], [-0.2, 0.1, -1.5], [0.1, 0.4, 0.1], [0.0, -0.6, 0.5], [0.4, -0.2, -0.3], [0.0, -0.1, -0.3], [0.8, -0.3, -0.6], [-0.2, -0.1, 0.4], [-0.6, 1.4, 1.0], [-0.2, -0.1, -0.7], [0.1, 1.0, -0.7], [-0.4, -0.4, -0.5], [-0.1, -0.8, 0.0], [-0.3, -0.4, -0.4], [1.7, 0.4, 0.2], [-1.1, -0.1, 1.3], [1.3, 0.5, 1.5], [0.3, -0.8, -0.2], [-0.1, -0.6, 0.0], [0.3, 0.2, -0.2], [0.1, -0.2, 0.0], [-0.1, -1.2, -0.3], [-0.3, 0.3, 0.2], [-2.0, -0.6, -0.4], [0.3, -0.1, 0.2], [-0.1, -0.2, 0.3], [0.3, 0.1, 0.1], [0.6, -1.0, 0.4], [0.5, 0.1, -0.3], [-1.4, 0.5, -0.9], [-0.4, 0.2, -0.3], [0.5, -0.3, 0.3], [-0.9, 1.2, 0.3], [-0.4, -0.4, 0.5], [0.0, -0.1, 0.2], [-0.4, -0.5, 0.6], [0.3, -0.5, -0.3], [-0.1, 0.3, -0.5], [0.3, -0.1, 0.3], [0.6, 0.3, -0.3], [0.2, -1.4, -1.4], [0.5, 0.6, 0.2], [0.0, -0.2, 0.4], [0.7, 1.2, 0.4], [0.1, -0.4, 0.0], [0.5, -0.8, -0.5], [0.5, -0.4, 0.0], [-0.3, 0.4, -0.2], [0.7, -0.3, 0.6], [-0.1, -0.7, 0.0], [-1.5, -0.2, -0.2], [-0.5, 1.1, 0.6], [-0.5, 0.0, -0.4], [0.5, 0.7, -0.1], [0.5, 0.2, 0.4], [-0.2, -1.2, -0.3], [0.4, -0.3, 0.3], [0.0, 0.2, -0.1], [-1.0, 0.2, -0.3], [0.1, -0.3, -0.4], [-0.2, -0.2, 0.3], [0.2, -0.3, -0.7], [-0.2, 0.0, -0.1], [-0.1, 1.2, 0.3], [0.1, 0.0, 0.0], [-0.6, 0.1, -0.9], [0.4, 0.2, -0.2], [0.1, 0.2, 0.0], [0.2, -0.1, 0.0], [-0.5, 0.2, -0.1], [0.5, 0.4, -0.1], [0.1, 0.0, -0.2], [0.0, -0.1, 0.2], [0.4, 0.3, 0.1], [-0.2, -0.2, -0.1], [-0.4, 0.3, 0.1], [0.1, 0.1, 0.0], [0.1, -0.3, -0.1], [0.2, -0.2, 0.3], [0.0, 0.0, -0.5], [0.0, 0.1, 0.1], [0.1, -0.1, 0.2], [0.0, 0.0, 0.3], [0.1, -0.1, 0.0], [-0.2, -0.2, 0.2], [-0.3, 0.1, -0.2], [0.3, 0.2, 0.2], [0.2, 0.0, -0.1], [0.3, -0.1, 0.0], [0.2, -0.2, 0.0], [0.3, 0.1, 0.0], [-0.1, -0.1, 0.1], [0.1, -0.3, -0.1], [-0.1, 0.0, -0.1], [0.2, 0.1, -0.2], [0.2, -0.1, 0.2], [0.0, 0.1, -0.1], [0.4, -0.1, 0.0], [0.1, 0.1, -0.1], [-0.1, 0.1, -0.1], [0.5, 0.4, 0.5], [0.2, 0.1, 0.2], [-0.1, 0.0, -0.1], [-0.2, -0.1, 0.1], [-0.2, 0.0, 0.1], [-0.3, -0.2, 0.1], [-0.1, 0.1, -0.2], [-0.2, -0.1, 0.0], [0.1, 0.0, 0.1], [-0.1, 0.3, 0.1], [-0.2, 0.0, 0.0], [0.2, 0.0, 0.3], [-0.3, 0.5, -0.2], [0.2, 0.0, 0.1], [-0.2, 0.0, -0.1], [0.0, -0.1, 0.0]],
  "e_above_lowest_kcal_mol": 143.3,
  "homo_lumo_gap_ev": [4.412, 4.300],
  "multiplicity": 1,
  "mol_weight_da": 1301.213,
  "charge": -1,
  "total_energy_ev": -106998.7013,
  "lumo_ev": [1.5, 1.5],
  "homo_ev": [-2.93, -2.81]
}

---

{
  "formula": "C32H37BN6O4PReS2",
  "method": "ωB97M-V/def2-TZVPD",
  "symbols": ["Re", "S", "S", "P", "O", "O", "O", "O", "N", "N", "N", "N", "N", "N", "C", "C", "C", "C", "C", "C", "C", "C", "C", "C", "C", "C", "C", "C", "C", "C", "C", "C", "C", "C", "C", "C", "C", "C", "C", "C", "C", "C", "C", "C", "C", "C", "B", "H", "H", "H", "H", "H", "H", "H", "H", "H", "H", "H", "H", "H", "H", "H", "H", "H", "H", "H", "H", "H", "H", "H", "H", "H", "H", "H", "H", "H", "H", "H", "H", "H", "H", "H", "H", "H"],
  "coordinates": [[-0.073575, 1.923309, 0.997451], [-2.900005, 5.073338, 1.149030], [0.447630, 5.042143, 2.210547], [-0.833113, -0.400929, 1.341452], [1.189832, 2.186252, -1.733542], [-0.557582, 5.505654, 3.113713], [1.619683, 4.361321, 2.648882], [2.858802, 1.537103, -0.315489], [-0.361121, 3.800076, 1.281147], [-0.377711, -3.043939, 1.074345], [-2.711081, -2.322489, 1.017710], [-2.142188, 2.741760, 0.410646], [-1.479586, -2.331168, 3.128797], [1.689960, 9.082233, -1.810916], [5.232541, 3.480951, -5.851213], [1.864037, 6.009680, 0.136260], [4.842291, 1.049377, -6.330195], [-4.055469, 3.982410, 0.483706], [0.319878, 8.333520, 0.004796], [2.370456, 2.073289, -2.452687], [2.576359, 2.288905, -3.799043], [2.195163, 1.802856, 4.348918], [4.258410, 0.678445, 4.834805], [1.213479, 1.562416, 2.132606], [-2.773241, -2.519288, 2.467683], [4.884348, 1.714949, -3.388759], [3.207122, 1.498256, 5.235024], [4.668227, 1.496509, -2.037889], [3.868891, 2.105175, -4.283000], [2.244917, 1.278739, 3.047623], [0.787451, 6.212540, 1.010443], [0.020530, 7.381015, 0.944200], [-1.696537, -3.216936, 0.456835], [0.244031, -1.788043, 0.716936], [-2.469158, -0.931821, 0.660646], [4.309787, 0.157463, 3.544766], [2.158521, 6.959027, -0.804812], [-0.495247, -3.229580, 2.523204], [3.308528, 0.453220, 2.642883], [2.991831, 2.688449, -6.588082], [3.377565, 1.686471, -1.593321], [-1.707307, 3.890387, 0.925914], [4.220261, 2.329547, -5.752870], [-3.488323, 2.796518, 0.159111], [-1.044756, -0.949532, 3.100734], [1.394856, 8.144932, -0.889330], [1.529633, 1.859924, -0.436083], [4.154606, 0.206096, -6.243597], [0.349352, -1.709970, -0.365880], [4.813379, 4.405123, -5.448218], [3.345993, 0.081978, 1.627484], [-0.809572, -4.255748, 2.709115], [1.380565, 2.452060, 4.639872], [0.478022, -3.075449, 2.990581], [1.202217, 9.960003, -1.830131], [2.995405, 6.816268, -1.476370], [5.887382, 1.578323, -3.769352], [3.289788, 2.814671, -7.628772], [2.473249, 5.118464, 0.223608], [-2.479715, -0.814487, -0.424915], [-3.255068, -0.299484, 1.081035], [-2.017758, -4.243785, 0.627068], [2.236131, 1.900591, -6.556398], [-1.781844, -0.309707, 3.589829], [-3.999892, 1.955728, -0.282383], [1.757697, 2.588169, -4.436810], [5.494833, 3.653611, -6.896012], [5.136686, -0.471994, 3.246113], [-1.618558, -3.053975, -0.618688], [-3.105103, -3.539440, 2.656862], [5.773186, 0.783053, -5.829058], [2.499562, 8.992425, -2.398067], [5.068431, 1.195876, -7.387102], [-5.082841, 4.284552, 0.359614], [1.234345, -1.702657, 1.170215], [5.049544, 0.446745, 5.535568], [6.152525, 3.258617, -5.309250], [-0.093935, -0.833509, 3.625977], [-3.504897, -1.834391, 2.897921], [-0.779818, 7.543657, 1.653813], [5.465571, 1.198523, -1.371019], [-0.255507, 9.249251, -0.039429], [3.184551, 1.902534, 6.237402], [2.537916, 3.627179, -6.262703]],
  "forces_ev_per_a": [[-0.1, -0.5, 0.0], [0.0, 0.0, 0.0], [-0.1, 0.1, 0.0], [-0.1, 0.2, 0.1], [0.0, 0.0, 0.0], [0.0, 0.0, 0.0], [0.0, 0.0, 0.0], [0.0, 0.0, 0.0], [-0.1, 0.1, -0.1], [0.0, 0.0, 0.0], [0.0, 0.0, 0.0], [0.4, 0.2, 0.1], [0.0, 0.0, 0.0], [0.0, 0.0, 0.0], [0.0, 0.0, 0.0], [0.0, 0.0, 0.0], [0.0, 0.0, 0.0], [0.1, 0.0, 0.0], [0.0, 0.0, 0.0], [0.0, 0.0, 0.0], [0.0, 0.0, 0.0], [0.0, 0.0, 0.0], [0.0, 0.0, 0.0], [0.1, 0.2, -0.3], [0.0, 0.0, 0.0], [0.0, 0.0, 0.0], [0.0, 0.0, 0.0], [0.1, 0.0, 0.0], [0.0, 0.0, 0.0], [-0.1, -0.2, 0.1], [0.1, 0.0, 0.0], [0.0, 0.0, 0.0], [0.0, 0.0, 0.0], [0.0, 0.0, 0.0], [0.0, 0.0, 0.1], [0.0, 0.0, 0.0], [0.0, 0.0, 0.0], [0.0, 0.0, 0.0], [0.0, 0.0, 0.0], [0.0, 0.0, 0.0], [0.0, 0.0, 0.0], [-0.2, -0.1, 0.0], [0.0, 0.0, 0.0], [-0.1, 0.0, 0.0], [0.0, 0.0, 0.0], [0.0, 0.0, 0.0], [0.0, 0.0, -0.1], [0.0, 0.0, 0.0], [0.0, 0.0, 0.0], [0.0, 0.0, 0.0], [0.0, 0.0, 0.0], [0.0, 0.0, 0.0], [0.0, 0.0, 0.0], [0.0, 0.0, 0.0], [0.0, 0.0, 0.0], [0.0, 0.0, 0.0], [0.0, 0.0, 0.0], [0.0, 0.0, 0.0], [0.0, 0.0, 0.0], [0.0, 0.0, 0.0], [0.0, 0.0, 0.0], [0.0, 0.0, 0.0], [0.0, 0.0, 0.0], [0.0, 0.0, 0.0], [0.0, 0.0, 0.0], [0.0, 0.0, 0.0], [0.0, 0.0, 0.0], [0.0, 0.0, 0.0], [0.0, 0.0, 0.0], [0.0, 0.0, 0.0], [0.0, 0.0, 0.0], [0.0, 0.0, 0.0], [0.0, 0.0, 0.0], [0.0, 0.0, 0.0], [0.0, 0.0, 0.0], [0.0, 0.0, 0.0], [0.0, 0.0, 0.0], [0.0, 0.0, 0.0], [0.0, 0.0, 0.0], [0.0, 0.0, 0.0], [0.0, 0.0, 0.0], [0.0, 0.0, 0.0], [0.0, 0.0, 0.0], [0.0, 0.0, 0.0]],
  "e_above_lowest_kcal_mol": 6.8,
  "homo_lumo_gap_ev": 4.991,
  "multiplicity": 1,
  "mol_weight_da": 861.813,
  "charge": 2,
  "total_energy_ev": -84667.3033,
  "lumo_ev": -8.1,
  "homo_ev": -13.06
}